Record 1
Below is C5H9O as an isolated structure at a distorted geometry, with properties calculated with ωB97M-V/def2-TZVPD.

Structure (XYZ):
```
15
Properties=species:S:1:pos:R:3:forces:R:3:mulliken_charge:R:1
H 0.08505 0.09928 -1.03385 0.231 0.187 -3.971 0.360
H -2.99930 -1.64903 -0.42248 2.054 1.023 1.069 0.242
H 3.62279 0.15603 -0.45037 0.876 -0.216 -0.210 0.205
H 0.95285 -0.62766 1.60674 0.809 0.010 0.066 0.348
C -1.13010 -0.42314 0.43301 -2.628 0.179 -3.103 -0.016
H -3.19906 1.05497 0.48370 -0.426 -0.333 -0.860 0.224
H 1.68573 -1.25729 0.04959 -0.139 1.413 0.970 0.323
O 4.56013 -0.09008 -0.58528 -0.791 0.227 0.110 -1.159
H 2.10848 0.45217 0.67349 0.126 -0.799 0.161 0.297
C -2.26659 -0.74439 -0.21563 -0.770 -4.673 0.786 -0.241
C -2.72074 0.54118 -0.37228 0.100 2.621 2.450 -0.750
C 1.34020 -0.33150 0.62516 -0.164 -0.838 -0.754 -1.205
H -2.23339 1.19607 -1.01850 0.864 1.035 -1.152 0.309
C 0.11172 0.28619 -0.05305 -0.064 0.461 5.149 -0.212
H 0.08224 1.33722 0.27977 -0.077 -0.297 -0.713 0.275
```
Forces are in eV/Å.

- total charge = -1
- orbital gap (Ha) = 0.17883
- ΔE to the lowest compared entry with this formula, charge and spin (kcal/mol) = 122.09
- electronic energy (eV) = -7371.8937
- strongest force on any atom (hartree/bohr) = 0.10053


Record 2
Below is a 2-piece molecular cluster, C5H16NO overall at a distorted geometry, with properties calculated with ωB97M-V/def2-TZVPD.

Structure (XYZ):
```
23
Properties=species:S:1:pos:R:3:forces:R:3:mulliken_charge:R:1
N 1.12242 -1.43230 -0.19191 0.536 0.896 1.376 -0.173
H -2.00326 1.78249 -0.33534 0.175 1.428 -0.041 0.348
H 0.58459 -1.78617 0.61231 -0.309 0.015 -0.474 0.286
H 2.03297 -1.30550 0.26310 0.291 -1.019 -0.675 0.369
H 1.29141 0.06538 -1.60789 0.025 0.081 0.223 0.284
O 1.35729 -2.94593 2.39890 -0.421 0.516 -0.243 -0.675
H -1.29628 -1.64486 -0.90468 -0.617 -0.444 0.466 0.464
C -0.93166 1.75108 -0.09735 -0.726 -2.394 0.102 -0.665
H -2.06270 -1.07211 0.66280 0.764 0.306 0.326 0.325
H 1.09788 -2.09148 -0.96589 0.296 -0.178 0.221 0.363
H 0.95338 2.85492 0.02911 0.291 -0.503 -0.580 0.399
C 0.81860 -0.02416 -0.62633 -0.848 0.280 -0.236 -0.845
C -0.69911 0.33483 -0.72596 1.490 0.217 0.494 0.655
H -2.57685 -0.47840 -0.88469 -0.319 -0.403 0.156 0.453
H 0.57533 -2.63550 2.87764 0.170 -0.279 0.123 0.342
H -0.79356 0.43077 -1.81363 -0.613 0.113 0.174 0.300
H -0.39143 3.80680 -0.23750 -0.151 -0.106 -0.237 0.378
H 1.32934 0.66720 0.04527 0.042 -0.349 0.146 0.378
H -0.91696 1.61950 0.99030 0.161 0.141 0.009 0.327
C -1.69821 -0.80388 -0.32615 0.423 0.968 -1.996 -1.755
H 2.08324 -2.81478 3.01585 0.125 -0.094 0.092 0.341
H 0.09671 2.88169 -1.63069 0.562 -0.070 -0.030 0.332
C 0.02688 2.84040 -0.54726 -1.346 0.877 0.604 -1.231
```
Forces are in eV/Å.

- total charge = +1
- orbital gap (Ha) = 0.41209
- ΔE to the lowest compared entry with this formula, charge and spin (kcal/mol) = 33.00
- electronic energy (eV) = -8975.0839
- strongest force on any atom (hartree/bohr) = 0.04868


Record 3
Below is C16H24F6N8P as an isolated structure at a distorted geometry, with properties calculated with ωB97M-V/def2-TZVPD.

Structure (XYZ):
```
55
Properties=species:S:1:pos:R:3:forces:R:3:mulliken_charge:R:1
F 2.11728 -0.00115 0.09233 -2.054 0.395 -3.596 -0.347
H -1.74121 0.97835 2.30586 0.604 -0.778 0.987 0.494
H -1.04816 2.13636 3.51336 -0.957 0.094 0.312 0.421
H -1.88391 -1.45315 1.48651 -0.747 0.612 0.808 0.620
C -1.38770 -1.71426 -1.56918 -1.406 -5.332 -2.372 -0.073
H 2.25500 -1.22907 1.03126 1.728 -0.903 0.514 -0.404
H 3.69511 -1.64922 1.97898 -0.150 -0.291 0.298 0.379
F 0.27285 -1.32853 0.34184 -0.413 6.841 1.299 -0.499
H 0.47500 -2.62754 -0.44509 0.637 -2.149 0.093 -0.014
F 0.45826 -0.26127 -1.61741 6.062 0.579 3.547 -0.641
H -1.65744 -2.12063 -0.59440 0.798 -2.097 -2.998 -0.088
H 0.80868 1.78680 -1.59601 -0.040 1.123 -4.176 -0.112
C -1.37269 -2.77379 -2.50385 0.299 4.940 3.772 0.373
H 1.91012 1.59022 0.63519 2.385 1.478 3.130 0.284
F -1.08533 0.64385 0.03195 10.605 -1.351 2.608 0.095
C -2.23232 -1.05931 0.53172 -2.207 -0.022 3.730 -0.389
N 5.10417 -1.05283 -0.69486 0.473 0.227 -0.304 -0.536
H -2.82355 -0.08045 -1.56882 -0.868 2.234 0.573 0.779
F 0.61294 0.51211 1.61212 -3.899 -7.358 -5.882 -0.453
C -2.75987 0.31578 0.56592 -3.182 -3.936 2.441 -0.094
H -2.03421 0.70619 -2.90446 -0.831 0.320 -0.392 0.500
H -2.19866 -1.02105 -1.79254 0.578 -3.664 -0.267 -0.194
N -1.20748 3.45162 0.67190 0.348 10.782 0.483 -0.726
C 0.83190 -3.13243 0.45259 0.313 -5.823 -0.435 0.431
H -1.06504 0.00312 -1.77555 -3.178 2.381 -0.107 0.490
C -0.10484 -3.17269 1.60085 -2.553 -0.825 3.199 0.576
H 1.03045 -4.12769 0.05493 -0.255 -0.910 0.672 0.687
N -0.98261 3.79199 -3.26846 0.828 -0.887 -0.162 -0.632
C 3.20517 -1.76283 1.01195 2.835 -0.244 0.883 0.174
H -0.46907 -1.12812 -1.59476 -1.852 -3.568 -0.131 -0.335
C 0.40377 1.68609 -2.60299 -0.630 0.813 -2.421 -0.083
P 0.47611 0.20215 0.04140 2.767 1.977 0.494 1.070
H 0.09244 1.26562 2.68646 -2.787 1.402 1.278 0.348
N -1.36493 -3.61069 -3.21209 0.042 -6.264 -5.273 -0.722
F 0.87414 1.75480 -0.34859 -2.083 -0.921 2.918 -0.453
C -0.91762 1.65064 2.54633 -2.762 3.086 1.531 -1.029
C 2.08761 1.75863 1.69737 3.310 4.419 2.725 -0.544
H 1.15571 1.28809 -3.28436 -0.102 0.485 -0.404 0.530
C -1.11493 2.73307 1.51619 1.198 -8.218 9.216 0.084
H 3.11257 2.08600 1.87167 0.275 0.304 0.006 0.600
N 0.62234 3.80389 2.52322 0.325 1.973 1.253 -0.564
H 2.96746 -2.81290 0.84177 2.438 0.260 0.128 0.176
H -0.32091 0.89030 -2.43081 1.001 2.466 -2.049 -0.195
H -2.97404 -1.79000 0.20915 -0.319 0.294 0.121 0.303
N -3.06418 1.40751 0.56721 -3.994 0.830 1.683 -0.481
H 1.81750 -2.83408 0.80989 -2.845 -0.282 -0.562 -0.643
H 1.83986 0.91690 2.34406 2.958 1.245 0.538 0.145
N -0.83548 -3.18181 2.54827 3.223 -0.039 -4.023 -0.721
C 4.27057 -1.30001 0.04704 -1.887 -0.763 0.888 0.337
C -1.83271 1.86107 -1.13604 -2.483 0.516 -3.587 0.199
C 1.20855 2.89577 2.17830 3.822 -1.183 -0.835 0.294
C -1.99125 0.57582 -1.82314 -1.064 3.387 -3.101 -0.348
C -0.34589 2.86205 -2.99684 0.053 1.413 -1.167 0.196
N -1.60842 2.85369 -0.60135 -1.239 -0.419 -9.956 0.302
H -1.28109 -1.18316 0.01411 -3.117 1.353 2.075 -0.564
```
Forces are in eV/Å.

- total charge = -1
- orbital gap (Ha) = 0.16860
- ΔE to the lowest compared entry with this formula, charge and spin (kcal/mol) = 838.82
- electronic energy (eV) = -54466.1219
- strongest force on any atom (hartree/bohr) = 0.24126


Record 4
Below is the molecule C4H11NO at a distorted geometry, with properties calculated with ωB97M-V/def2-TZVPD.

Structure (XYZ):
```
17
Properties=species:S:1:pos:R:3:forces:R:3:mulliken_charge:R:1
H -0.11963 2.83597 0.96959 -0.165 0.091 0.325 0.361
H -0.05493 -2.17233 -1.69008 -0.007 -0.264 -0.079 0.319
H -0.10365 -1.58440 1.88455 0.237 -0.185 0.304 0.306
H -0.84386 -0.13165 -1.41322 -0.110 0.261 -0.155 0.328
H -0.69002 -2.17055 0.34550 -0.415 -0.094 -0.060 0.358
H 1.51863 1.33151 0.63234 0.089 -0.128 0.164 0.288
H -0.50284 2.02962 -0.52673 -0.020 0.068 -0.136 0.311
C 0.22648 -0.31680 -1.30302 -0.152 0.180 0.711 -0.712
C 0.56061 -0.40055 0.20591 -0.323 0.561 -0.306 0.287
C -0.47317 -1.27641 0.91874 0.926 0.426 0.086 -1.160
H -1.36010 1.53615 0.91246 -0.011 0.242 0.207 0.260
N 0.63483 0.90675 0.88969 0.627 -0.141 -0.279 -0.418
H 0.78554 0.48910 -1.77274 0.047 0.088 -0.066 0.349
H 1.57357 -0.79432 0.23892 0.005 -0.397 0.239 0.294
H -1.33237 -0.65205 1.13429 -0.492 -0.220 -0.303 0.260
C -0.38811 1.87360 0.55071 -0.399 -0.237 -0.478 -0.908
O 0.56901 -1.50365 -1.97690 0.162 -0.249 -0.172 -0.524
```
Forces are in eV/Å.

- total charge = 0
- orbital gap (Ha) = 0.35645
- ΔE to the lowest compared entry with this formula, charge and spin (kcal/mol) = 28.27
- structure (SMILES) = CN[C@@H](C)CO
- electronic energy (eV) = -7863.3277
- strongest force on any atom (hartree/bohr) = 0.01990


Record 5
Below is C33H28I2N7OSn as an isolated structure, with properties calculated with ωB97M-V/def2-TZVPD.

Structure (XYZ):
```
72
Properties=species:S:1:pos:R:3:forces:R:3:mulliken_charge:R:1
C -1.03820 1.55185 2.50144 0.084 -0.031 -0.095 0.707
C -0.97463 2.02694 3.80233 -0.014 0.071 0.105 -1.059
C 1.13635 2.24017 2.10172 -0.311 0.066 -0.050 -0.614
C -0.71813 3.06614 -0.69346 0.107 0.491 0.341 0.366
I -2.39991 7.27218 0.94199 -0.110 0.287 0.090 0.356
H -1.85299 -2.01120 0.20449 -0.147 0.067 -0.023 0.422
H -1.84092 1.95179 4.44917 0.034 -0.009 -0.026 0.595
H -0.02951 -6.34627 1.37084 0.009 0.027 -0.004 0.443
C -2.04014 3.15470 -0.12921 0.262 -0.143 -0.414 0.774
H -2.26237 -0.24884 -1.76953 -0.066 0.102 0.124 -0.261
H -3.51508 4.44682 0.69394 0.045 -0.001 0.013 0.499
H 0.29157 6.30147 -0.16171 -0.028 0.019 0.002 0.448
C -1.08094 -1.10817 -3.30991 0.254 -0.012 0.211 -0.689
H -2.91648 -0.01570 0.30714 -0.100 -0.093 0.001 0.256
N 1.14602 -1.31179 -3.04027 0.569 -0.008 0.198 -0.866
C 1.26882 2.74353 3.37421 0.015 0.051 0.055 -1.022
Sn 0.13722 0.12478 -0.21118 -0.128 0.044 -0.112 2.217
C 3.50841 -1.52829 -2.88442 0.280 -0.104 -0.150 -0.520
C 3.49209 -0.00944 -0.63139 -0.072 -0.009 -0.034 -0.104
N 2.32779 -0.32752 -1.20311 -0.197 0.267 0.327 0.461
H 3.56794 -1.19132 3.77232 -0.028 0.006 -0.017 0.521
C -0.18918 -3.05571 0.62195 0.052 0.254 -0.046 -0.082
C 2.49603 -2.94360 3.17146 0.031 -0.169 0.045 -0.607
N 1.14762 -1.22480 1.44532 -0.088 -0.205 0.162 0.557
C 0.19610 2.60844 4.25147 0.026 0.040 0.079 -0.669
H -1.24314 -4.76026 -0.09057 0.043 0.038 0.051 0.549
C -2.32197 0.95061 1.97855 0.119 -0.001 -0.045 -1.407
H 5.64984 -1.57984 -2.69127 -0.018 0.011 0.002 0.459
C 1.16899 -4.84030 2.27704 0.070 0.034 0.059 -0.915
I 2.09488 4.02539 -1.25312 0.088 0.013 -0.071 0.198
C 1.49703 -3.46204 2.32061 0.033 -0.063 0.052 0.547
C 2.35066 -1.04742 -2.31924 -0.249 -0.065 -0.252 -0.007
C 0.81731 -2.55907 1.47886 0.154 0.239 -0.171 0.198
C 4.70911 -0.43143 -1.13812 0.037 0.072 0.061 -0.963
H -2.22449 -2.29542 -6.25097 0.009 0.012 0.002 0.436
C 2.11116 -0.78848 2.24189 -0.174 -0.248 0.028 0.068
H -0.10266 -1.96363 -5.01460 -0.047 -0.015 -0.041 0.498
N 0.10876 -0.89920 -2.52800 -0.566 0.324 -0.365 1.094
N -0.91453 -2.08080 -0.17694 -0.010 -0.084 0.185 -0.209
C -2.50128 4.35040 0.32220 0.152 0.355 0.091 -0.595
C -1.04859 -1.67597 -4.57829 0.097 -0.119 -0.177 -0.594
H 5.62736 -0.13172 -0.65194 -0.016 -0.028 0.008 0.502
N 0.01050 1.62826 1.67897 0.267 0.033 0.272 0.893
H -4.37022 -1.61130 -5.23503 0.035 -0.006 0.011 0.448
H 3.45631 0.61344 0.25188 -0.033 0.023 0.009 0.372
C 0.14039 4.22929 -0.63198 -0.198 -0.564 -0.027 -0.330
H -3.88891 2.16409 0.24285 -0.050 -0.021 0.023 0.538
C -2.23703 -1.85556 -5.26315 0.036 0.002 0.021 -0.684
C 0.21585 -5.29368 1.41537 -0.087 -0.017 -0.091 -0.968
H 1.69566 -5.52614 2.93009 -0.024 0.037 -0.017 0.476
H -3.14163 1.61044 2.27130 -0.078 -0.010 0.055 0.561
H 1.93032 2.34683 1.36972 0.007 -0.033 -0.010 0.396
H 3.02063 -3.61385 3.84232 -0.009 0.006 -0.014 0.481
C -0.47401 -4.38698 0.57911 -0.025 -0.228 0.053 -0.343
H 3.44764 -2.11379 -3.79220 0.018 0.027 0.021 0.579
C -1.66630 5.50244 0.28862 -0.006 -0.285 -0.028 -0.250
C -0.33895 5.42279 -0.17484 -0.195 0.075 0.113 -0.442
H -2.50832 -0.00664 2.47069 0.069 -0.040 -0.042 0.525
C -2.28096 -0.71734 -2.74094 -0.180 0.077 0.033 1.559
C 2.80111 -1.61265 3.13692 0.052 0.118 -0.026 -1.502
H -1.03540 -2.41167 -1.13403 0.010 0.018 0.096 0.344
N -2.31159 0.76848 0.51521 -0.074 -0.020 0.113 -0.321
H 0.27058 2.97049 5.26974 -0.011 0.012 -0.048 0.483
C -3.44550 -1.47111 -4.68981 -0.043 -0.009 -0.044 -0.653
H 2.35319 0.26196 2.18926 0.008 -0.019 0.023 0.556
O -0.31753 1.99288 -1.25635 0.047 -0.474 -0.530 -0.646
H -3.06915 1.67231 -1.23333 0.028 -0.101 -0.097 0.325
H -4.41351 -0.58837 -2.99051 0.058 -0.015 -0.012 0.480
C -3.47094 -0.89792 -3.42590 -0.022 0.039 0.066 -0.732
C 4.71812 -1.22164 -2.27299 0.002 -0.091 -0.146 -0.447
C -2.91298 1.93734 -0.18944 0.233 -0.010 0.043 -1.270
H 2.18669 3.23064 3.67675 -0.039 -0.007 -0.018 0.585
```
Forces are in eV/Å.

- total charge = +3
- orbital gap (alpha / beta) (Ha) = 0.18143 / 0.22220
- ΔE to the lowest compared entry with this formula, charge and spin (kcal/mol) = 30.47
- electronic energy (eV) = -69161.4375
- strongest force on any atom (hartree/bohr) = 0.01453


Record 6
Below is an isolated ion of composition CH5N2S and charge +1 at a distorted geometry, with properties calculated with ωB97M-V/def2-TZVPD.

Structure (XYZ):
```
9
Properties=species:S:1:pos:R:3:forces:R:3:mulliken_charge:R:1
C -0.22866 0.33892 0.05747 -9.790 3.902 -1.971 -0.052
H 0.57466 -1.35039 0.30591 1.311 0.880 0.363 0.320
N -1.67603 -0.32471 -0.16021 5.355 4.559 -0.522 -0.373
H -1.77631 -1.22729 0.09486 -0.291 -3.613 1.058 0.228
N 0.84604 -0.32884 0.33287 2.879 -4.382 0.938 -0.209
S 2.47619 -0.04648 -0.04000 0.252 0.130 -0.540 0.202
H 2.59256 1.27723 -0.46122 -0.800 -0.777 0.352 0.283
H -2.50060 0.23732 0.02640 0.557 0.351 -0.126 0.270
H -0.30785 1.42423 -0.15608 0.528 -1.049 0.448 0.330
```
Forces are in eV/Å.

- total charge = +1
- spin multiplicity = 3
- ⟨S²⟩ = 2.008
- orbital gap (alpha / beta) (Ha) = 0.25344 / 0.22519
- ΔE to the lowest compared entry with this formula, charge and spin (kcal/mol) = 66.31
- electronic energy (eV) = -14920.9040
- strongest force on any atom (hartree/bohr) = 0.20850